Molecular formula: C32H76Cl8O16P4
Method: DFT, ωB97M-V/def2-TZVPD

CARTESIAN COORDINATES (ANGSTROEM)
Cl (0.99622, 0.64499, 1.86036)
C (-0.78308, 0.69562, 1.49062)
C (-1.28492, -0.73935, 1.60970)
Cl (-0.46565, -1.95416, 0.57676)
H (-1.02567, 1.21967, 0.56617)
H (-1.13455, 1.46577, 2.17724)
H (-2.29749, -0.74717, 1.20632)
H (-1.26223, -1.10166, 2.63747)
Cl (-4.83980, -2.34684, 2.01244)
C (-5.27381, -0.94057, 0.92897)
C (-6.61428, -0.14328, 1.21876)
Cl (-6.52916, 0.67413, 2.81983)
H (-5.44906, -1.17765, -0.12040)
H (-4.53316, -0.16255, 1.11397)
H (-7.49008, -0.79010, 1.16673)
H (-6.74184, 0.60176, 0.43344)
Cl (-0.53118, -1.25393, -4.29056)
C (0.53663, -1.35573, -2.84520)
C (1.70705, -2.31941, -3.04556)
Cl (2.77225, -1.74097, -4.29587)
H (-0.13461, -1.87807, -2.16353)
H (0.89087, -0.42824, -2.39534)
H (1.36656, -3.34410, -3.19444)
H (2.26133, -2.41172, -2.11155)
Cl (-3.37627, 5.17598, 6.02719)
C (-4.22100, 3.55602, 6.13369)
C (-4.48519, 2.92726, 4.76080)
Cl (-2.99802, 2.35990, 3.96673)
H (-5.19758, 3.76352, 6.57108)
H (-3.59978, 2.83406, 6.66376)
H (-4.96205, 3.69144, 4.14702)
H (-5.18485, 2.10577, 4.91486)
C (6.06936, 1.19534, -4.45996)
C (4.60568, 1.50550, -4.40899)
O (4.49022, 2.91910, -4.59062)
P (3.43506, 3.72685, -3.64590)
O (3.89261, 4.23387, -2.26957)
O (2.11200, 2.77639, -3.44759)
C (1.03622, 3.21291, -2.64246)
C (1.33065, 2.88934, -1.12981)
O (3.01412, 4.74323, -4.78586)
C (3.33328, 6.07222, -4.78893)
C (4.13489, 6.52191, -5.96823)
H (6.28347, 0.17582, -4.78065)
H (6.58655, 1.93481, -5.07134)
H (6.26962, 1.30637, -3.39429)
H (4.09827, 1.05839, -5.26382)
H (4.15480, 1.13969, -3.48651)
H (0.65301, 4.20492, -2.88155)
H (0.31356, 2.45986, -2.95673)
H (1.97960, 2.02355, -0.99805)
H (1.68881, 3.74056, -0.55080)
H (0.33051, 2.54600, -0.86538)
H (2.50179, 6.76062, -4.63782)
H (3.94554, 6.46410, -3.97674)
H (3.49844, 6.62288, -6.84734)
H (4.66803, 7.45934, -5.80981)
H (4.90749, 5.75610, -6.03695)
C (0.89952, -7.24580, 6.68205)
C (1.06106, -5.75060, 6.97863)
O (1.28932, -5.02079, 5.75290)
P (1.98325, -3.60631, 5.72385)
O (3.32275, -3.71170, 6.30144)
O (1.94300, -3.26157, 4.10661)
C (2.01749, -4.25178, 3.07859)
C (0.76605, -4.79133, 2.42158)
O (0.88423, -2.54856, 6.47473)
C (-0.12833, -1.90290, 5.68754)
C (-1.36035, -2.75395, 5.36863)
H (1.07221, -7.65430, 7.67774)
H (-0.08191, -7.46769, 6.26293)
H (1.64153, -7.73615, 6.05190)
H (0.21333, -5.25674, 7.45354)
H (1.92288, -5.59213, 7.62691)
H (2.80984, -3.92463, 2.40536)
H (2.50766, -5.16257, 3.42253)
H (0.98354, -5.09991, 1.39904)
H (0.28381, -5.65079, 2.88727)
H (0.14181, -3.90322, 2.51992)
H (-0.43933, -1.14420, 6.40569)
H (0.14077, -1.34628, 4.78984)
H (-1.76688, -3.09764, 6.31980)
H (-2.11414, -2.21863, 4.79127)
H (-0.97988, -3.58121, 4.76949)
C (-0.66468, -7.73537, -0.28050)
C (-0.54366, -6.59328, -1.24336)
O (-1.04560, -7.11456, -2.47519)
P (-1.09728, -6.25460, -3.79786)
O (-1.91459, -6.84901, -4.89911)
O (-1.56222, -4.77272, -3.34260)
C (-2.96086, -4.59676, -2.89371)
C (-2.90208, -3.09758, -2.29156)
O (0.53940, -6.23466, -4.12131)
C (1.15036, -7.39932, -4.63278)
C (1.89858, -7.96718, -3.46534)
H (-0.41977, -7.42858, 0.73636)
H (-1.69504, -8.06175, -0.13937)
H (-0.02138, -8.58338, -0.51534)
H (-1.28936, -5.82588, -1.03573)
H (0.48254, -6.24327, -1.35522)
H (-3.56325, -4.54776, -3.80080)
H (-3.45659, -5.28340, -2.20751)
H (-2.36525, -3.10213, -1.34294)
H (-2.39178, -2.44403, -2.99906)
H (-3.79983, -2.52989, -2.04685)
H (0.47838, -8.23483, -4.82892)
H (1.76353, -7.30207, -5.52869)
H (1.35597, -8.04937, -2.52357)
H (2.25933, -8.98165, -3.63494)
H (2.65059, -7.20264, -3.27021)
C (-0.49687, 4.84715, 2.76533)
C (-1.46533, 5.92436, 2.07558)
O (-0.84192, 6.86640, 1.12824)
P (-0.83396, 6.40391, -0.42453)
O (-0.99326, 4.96254, -0.68554)
O (-1.89694, 7.36100, -1.02272)
C (-2.42658, 7.16244, -2.26277)
C (-2.14771, 8.45091, -2.97932)
O (0.50997, 7.04818, -0.91488)
C (1.76892, 6.78075, -0.25427)
C (2.90803, 7.68601, -0.66536)
H (0.45171, 5.36561, 2.90487)
H (-1.00121, 4.59812, 3.69898)
H (-0.37117, 3.97717, 2.12078)
H (-2.40845, 5.47602, 1.76315)
H (-1.74327, 6.50578, 2.95467)
H (-2.07303, 6.32521, -2.86455)
H (-3.50279, 7.05887, -2.12431)
H (-1.09217, 8.54095, -3.23591)
H (-2.67024, 8.74341, -3.89009)
H (-2.31980, 9.27722, -2.28960)
H (1.59041, 6.95027, 0.80756)
H (2.05647, 5.75861, -0.50051)
H (3.13763, 7.43541, -1.70102)
H (2.70373, 8.75462, -0.59862)
H (3.81000, 7.52604, -0.07464)

Computed properties:
- calculated total energy (a.u.) = -7515.916017
- spin multiplicity = 1
- HOMO-LUMO gap (eV) = 10.24
- SMILES = CCOP(=O)(OCC)OCC.CCOP(=O)(OCC)OCC.CCOP(=O)(OCC)OCC.CCOP(=O)(OCC)OCC.ClCCCl.ClCCCl.ClCCCl.ClCCCl